[1]
Density functional theory data (ωB97M-V/def2-TZVPD) for 4 unconnected molecules or ions with the total composition C5H14O3.

Element x y z (Å)
C  0.328  2.315  -0.568
C  1.404  2.744  0.148
C  0.480  1.444  -1.755
C  -0.561  0.331  -1.589
C  -0.882  -0.456  -0.600
H  -0.604  2.740  -0.110
H  1.295  3.248  1.228
H  2.408  2.633  -0.264
H  0.446  1.913  -2.671
H  1.603  1.019  -1.572
H  -1.265  0.274  -2.418
H  -1.601  -1.186  -0.730
H  -0.209  -0.532  0.321
H  -1.007  -2.659  -3.003
H  -2.170  -3.155  -3.652
O  -1.309  -2.981  -3.744
H  -1.068  1.343  2.865
H  -0.350  2.411  3.560
O  -1.253  2.062  3.442
H  2.076  -3.237  2.819
H  2.209  -4.673  3.425
O  1.765  -3.881  3.600

Properties
E   -11550.150 eV
Energy above the lowest of the compared OMol25 structures with the same formula, charge and spin   89.87 kcal/mol
HOMO energy (alpha / beta)   0.033 / -0.241 Eh
Net charge   -1
LUMO (alpha / beta)   3.3 / 3.3 eV
Largest force on an atom   7.6 eV/Å
2S+1   2

[2]
Density functional theory data (ωB97M-V/def2-TZVPD) for a gas-phase ion, C5H9N2 (charge +1).

Element x y z (Å)
C  -1.879  1.778  0.507
C  -1.719  0.580  -0.473
N  -0.464  0.025  -0.511
N  0.437  -0.476  0.919
C  1.332  -0.960  0.073
C  2.548  -1.481  0.515
C  0.492  -0.571  -1.124
H  -1.727  1.246  1.443
H  -1.185  2.527  0.256
H  -2.940  2.115  0.368
H  -1.977  0.659  -1.541
H  -2.341  -0.098  0.018
H  2.582  -1.257  1.572
H  3.327  -0.828  0.130
H  2.833  -2.475  0.023
H  0.681  -0.786  -2.176

Properties
E   -8299.378 eV
Energy above the lowest of the compared OMol25 structures with the same formula, charge and spin   146.53 kcal/mol
HOMO energy   -0.562 Eh
Net charge   +1
LUMO   -5.9 eV
Largest force on an atom   5.9 eV/Å
2S+1   1

[3]
Density functional theory data (ωB97M-V/def2-TZVPD) for a molecular structure, C33H35N8O7PW.

Element x y z (Å)
W  -0.392  -0.102  0.266
C  0.315  1.203  4.362
C  0.338  0.046  5.141
C  0.053  -1.163  4.550
C  -0.229  -1.228  3.181
N  -0.212  -0.105  2.424
C  0.033  1.085  3.027
N  -0.578  -2.463  2.694
C  -0.731  -2.823  1.483
N  -0.460  -2.087  0.289
C  -1.039  -2.821  -0.792
N  -1.178  -2.473  -2.010
C  -0.874  -1.269  -2.599
C  -0.854  -1.251  -3.999
C  -0.636  -0.072  -4.672
C  -0.459  1.105  -3.941
C  -0.482  1.034  -2.574
N  -0.665  -0.131  -1.898
C  -1.519  -4.097  -0.271
C  -2.110  -5.163  -0.926
C  -2.491  -6.247  -0.148
C  -2.293  -6.254  1.235
C  -1.707  -5.178  1.886
C  -1.322  -4.104  1.102
H  0.500  2.179  4.788
H  0.555  0.098  6.200
H  0.020  -2.084  5.112
H  -0.016  1.958  2.387
H  -1.031  -2.183  -4.514
H  -0.621  -0.056  -5.753
H  -0.311  2.058  -4.427
H  -0.343  1.920  -1.965
H  -2.266  -5.147  -1.996
H  -2.954  -7.105  -0.617
H  -2.606  -7.117  1.806
H  -1.556  -5.172  2.956
O  -7.200  3.242  -0.821
N  -6.248  3.986  -0.813
O  -6.247  5.169  -1.052
C  -4.932  3.369  -0.536
C  -3.800  4.161  -0.537
C  -2.570  3.585  -0.296
C  -2.424  2.205  -0.010
O  -1.267  1.667  0.295
C  -3.626  1.456  -0.026
C  -4.868  2.023  -0.287
N  -3.639  0.043  0.278
O  -2.566  -0.567  0.531
O  -4.674  -0.543  0.311
N  -1.413  4.493  -0.372
O  -0.311  4.000  -0.550
O  -1.631  5.671  -0.276
H  -3.874  5.222  -0.737
H  -5.770  1.427  -0.288
C  4.709  0.242  1.043
C  3.406  -0.555  0.881
C  2.908  -1.072  2.225
P  2.141  0.291  -0.178
C  2.584  -0.298  -1.877
C  4.042  -0.047  -2.278
C  2.281  -1.796  -2.022
C  2.170  2.146  -0.085
C  2.918  2.886  -1.194
C  2.571  2.687  1.294
H  5.525  -0.456  1.231
H  4.649  0.911  1.898
H  4.972  0.829  0.164
H  3.628  -1.431  0.266
H  2.576  -0.263  2.877
H  3.730  -1.581  2.730
H  2.101  -1.795  2.105
H  1.934  0.263  -2.554
H  4.728  -0.617  -1.651
H  4.331  0.999  -2.249
H  4.179  -0.400  -3.301
H  3.056  -2.398  -1.548
H  2.279  -2.059  -3.080
H  1.323  -2.095  -1.596
H  1.115  2.390  -0.219
H  3.998  2.807  -1.075
H  2.655  3.943  -1.127
H  2.649  2.541  -2.193
H  3.647  2.829  1.354
H  2.273  2.041  2.120
H  2.101  3.661  1.436

Properties
E   -72137.311 eV
Energy above the lowest of the compared OMol25 structures with the same formula, charge and spin   1.08 kcal/mol
HOMO energy (alpha / beta)   -0.519 / -0.521 Eh
Net charge   +2
LUMO (alpha / beta)   -7.3 / -7.5 eV
Largest force on an atom   0.8 eV/Å
2S+1   3

[4]
Density functional theory data (ωB97M-V/def2-TZVPD) for C8H5F2NO3 in the gas phase.

Element x y z (Å)
O  2.685  0.488  -1.314
C  1.591  0.450  -0.951
C  0.337  0.687  -0.577
C  -0.719  0.632  -1.608
C  -1.979  0.829  -1.181
C  -2.365  0.900  0.234
C  -1.445  0.811  1.214
C  -0.029  0.671  0.880
O  0.143  -0.729  1.254
N  1.460  -1.252  1.245
O  2.237  -0.737  2.067
C  1.731  -1.980  0.193
F  0.774  -2.259  -0.652
F  2.915  -2.532  -0.133
H  -0.273  0.431  -2.603
H  -2.838  0.776  -1.962
H  -3.439  0.978  0.328
H  -1.537  0.650  2.224
H  0.751  1.186  1.343

Properties
E   -21437.269 eV
Energy above the lowest of the compared OMol25 structures with the same formula, charge and spin   48.67 kcal/mol
HOMO energy   -0.307 Eh
LUMO   0.0 eV
Largest force on an atom   3.5 eV/Å
2S+1   1

[5]
Density functional theory data (ωB97M-V/def2-TZVPD) for a molecular structure, C2H2Na9O7.

Element x y z (Å)
Na  3.047  2.478  -23.121
Na  2.398  0.816  -26.125
Na  2.387  0.488  -20.719
Na  4.992  -2.406  -20.937
Na  1.631  -2.597  -20.880
Na  4.071  -3.433  -23.649
Na  0.074  -1.960  -23.795
Na  0.094  1.293  -23.338
Na  1.748  -2.566  -26.530
C  2.741  -0.778  -23.537
O  3.236  -1.223  -22.469
O  2.862  -1.476  -24.541
O  2.210  0.290  -23.684
C  0.982  3.481  -25.814
O  1.093  2.875  -26.871
O  1.142  2.875  -24.727
O  0.573  4.672  -25.770
O  5.252  -0.767  -25.962
H  5.184  0.163  -26.180
H  4.485  -0.942  -25.416

Properties
E   -56131.236 eV
Energy above the lowest of the compared OMol25 structures with the same formula, charge and spin   29.45 kcal/mol
HOMO energy   -0.770 Eh
Net charge   +5
LUMO   -18.7 eV
Largest force on an atom   7.2 eV/Å
2S+1   1

[6]
Density functional theory data (ωB97M-V/def2-TZVPD) for C6H10O in the gas phase.

Element x y z (Å)
C  1.065  -1.426  1.443
C  -0.151  -1.338  0.595
C  -1.666  -0.006  -0.694
C  -0.271  -0.383  -0.522
C  0.405  0.989  -0.104
C  0.115  1.975  -1.228
O  0.520  1.863  -2.360
H  1.100  -0.758  2.311
H  1.914  -1.210  0.804
H  1.257  -2.425  1.859
H  -1.034  -1.814  1.003
H  -2.124  -0.155  -1.662
H  -2.283  0.300  0.145
H  0.223  -0.683  -1.467
H  1.487  0.875  0.022
H  -0.036  1.356  0.834
H  -0.520  2.840  -0.978

Properties
E   -8427.423 eV
Energy above the lowest of the compared OMol25 structures with the same formula, charge and spin   88.02 kcal/mol
HOMO energy (alpha / beta)   -0.287 / -0.305 Eh
LUMO (alpha / beta)   0.1 / 0.3 eV
Largest force on an atom   1.7 eV/Å
2S+1   1

[7]
Density functional theory data (ωB97M-V/def2-TZVPD) for CH3N2OP in the gas phase.

Element x y z (Å)
C  1.085  0.136  -0.310
N  -0.070  -0.525  0.278
N  1.273  -1.165  0.095
O  -2.357  1.021  0.298
P  -2.042  -0.190  -0.480
H  0.996  0.195  -1.329
H  1.528  0.913  0.191
H  -0.413  -0.386  1.257

Properties
E   -15397.259 eV
Energy above the lowest of the compared OMol25 structures with the same formula, charge and spin   115.07 kcal/mol
HOMO energy (alpha / beta)   -0.266 / -0.266 Eh
LUMO (alpha / beta)   -1.9 / -1.9 eV
Largest force on an atom   3.2 eV/Å
2S+1   1

[8]
Density functional theory data (ωB97M-V/def2-TZVPD) for a gas-phase ion, C13H6F3N4O9S (charge -1).

Element x y z (Å)
C  0.890  -2.760  -0.393
C  2.116  -3.393  -0.362
C  3.286  -2.626  -0.217
N  4.552  -3.261  -0.400
O  5.586  -2.551  -0.407
O  4.585  -4.505  -0.555
C  3.210  -1.227  -0.033
C  1.970  -0.603  -0.021
C  0.809  -1.355  -0.276
O  -0.315  -0.784  -0.837
H  -0.022  -3.314  -0.608
H  2.187  -4.476  -0.477
H  4.136  -0.670  0.072
H  1.905  0.475  0.103
O  -0.551  0.990  3.430
S  -1.184  0.159  2.436
O  -0.874  -1.242  2.264
C  -3.030  0.246  2.797
F  -3.287  -0.317  3.989
F  -3.429  1.536  2.819
F  -3.732  -0.411  1.842
C  -0.996  0.953  0.825
C  -1.242  0.044  -0.381
C  -1.632  0.899  -1.570
N  -1.515  0.334  -2.808
O  -1.638  -0.798  -3.224
O  -1.379  1.454  -3.710
N  -1.251  2.627  -3.025
C  -1.338  2.257  -1.692
C  -1.082  3.015  -0.501
N  -0.961  4.460  -0.455
O  -0.863  5.132  -1.502
O  -0.961  5.000  0.682
C  -0.972  2.325  0.736
H  -2.187  -0.511  -0.187
H  -0.792  2.897  1.645

Properties
E   -56944.426 eV
Energy above the lowest of the compared OMol25 structures with the same formula, charge and spin   6.51 kcal/mol
HOMO energy   -0.193 Eh
Net charge   -1
LUMO   1.2 eV
Largest force on an atom   5.2 eV/Å
2S+1   1